[1]
C53H95B2N6O24Tl | ωB97M-V with the def2-TZVPD basis set

The HOMO energy comes out at -0.3250 Ha. As for the calculated total energy: -4432.5829 Ha.

Each line ends with the Löwdin charge.
Cartesian coordinates (Å):
Tl1 -3.0227 2.6295 -0.4720  1.13
O1 -2.7146 5.0300 -5.5217  0.24
O2 3.5461 2.0868 0.5256  0.02
O3 -7.5864 0.3512 2.8431  0.23
O4 -1.2522 3.1506 -2.9319  -0.05
O5 -6.3261 0.7009 0.9114  0.16
O6 -2.8854 0.4221 -2.6189  -0.08
O7 -8.5061 1.6666 0.9685  0.19
O8 -2.2833 4.9838 1.2941  -0.13
O9 -2.9003 3.0260 -4.4619  0.21
O10 1.0352 0.3340 1.1501  0.02
O11 -9.6627 2.1489 -1.0528  0.11
O12 -7.1423 4.1715 -5.3597  0.08
O13 -5.9362 0.6729 4.4650  0.08
O14 -1.0775 0.7431 0.8867  -0.02
O15 -8.3581 -0.5969 0.6149  0.24
O16 -6.0305 2.5439 -7.6546  0.11
O17 -4.3267 1.3934 2.0367  0.02
O18 -9.5009 -0.9193 -1.3197  0.07
O19 3.3219 -6.3578 -1.8420  0.00
O20 -0.5356 5.5482 -4.9211  0.09
O21 -1.4086 -1.6640 7.2236  0.05
O22 -4.0540 3.3798 -6.7158  0.24
O23 -4.9283 4.2816 -4.8516  0.26
O24 0.2974 2.0051 0.0738  0.03
N1 0.0892 0.9698 0.6790  -0.63
N2 -2.2880 -0.6643 -2.0423  0.01
N3 3.4422 -5.1278 -2.5275  -0.11
N4 4.5004 1.3798 -0.2465  0.05
N5 -0.9531 4.4910 1.6242  -0.05
N6 -1.5573 -2.2564 5.9887  -0.04
C1 -4.0945 -1.2013 -0.3247  -0.02
C2 5.6773 -5.7208 -3.4880  0.00
C3 6.8793 0.7618 -1.6729  -0.17
C4 3.6015 -3.9324 -1.6785  -0.46
C5 -4.4834 -1.8869 -2.7028  0.00
C6 0.0425 5.4683 1.0299  -0.43
C7 4.5835 1.8807 -1.6966  -0.37
C8 0.7311 3.5545 3.2584  -0.10
C9 -9.0267 -0.2325 -0.3675  -0.41
C10 -1.4260 -1.1670 -4.3517  -0.01
C11 5.6090 0.9998 -2.4704  -0.14
C12 -0.0989 -0.0819 -2.5830  -0.01
C13 -1.1850 -2.4129 3.4506  -0.10
C14 1.5416 4.9809 1.2574  -0.13
C15 3.1718 1.8270 -2.3307  -0.01
C16 3.5226 -2.7081 -2.6776  -0.10
C17 -1.2724 -1.4879 4.7584  -0.42
C18 -2.3349 -4.1961 4.8567  -0.11
C19 0.1061 -0.7872 5.0008  -0.01
C20 6.4426 1.9834 1.1635  -0.03
C21 -0.2121 5.5723 -0.5166  -0.02
C22 -3.3788 -1.6526 -1.6012  -0.40
C23 4.2021 -5.2733 -3.7847  -0.47
C24 4.5451 -2.7593 -3.8480  -0.22
C25 0.0733 6.8971 1.6441  -0.05
C26 -1.6802 -3.6096 -2.2363  -0.15
C27 6.6619 0.1177 -0.2342  -0.10
C28 -2.7977 -3.0320 -1.2790  -0.12
C29 -1.8278 3.5123 -4.0029  -0.36
C30 -2.3279 -0.4492 4.5019  0.00
C31 -0.6323 -2.5216 -2.4085  -0.14
C32 -1.5558 4.8189 -4.9054  -0.29
C33 1.8162 4.4763 2.6852  -0.18
C34 4.2098 -3.9572 -4.6560  -0.15
C35 -4.0348 -2.7229 6.0587  0.00
C36 3.4707 -6.2157 -4.7017  -0.06
C37 -1.6017 2.9880 3.5613  -0.06
C38 -5.4935 1.0260 2.0246  -0.26
C39 -5.9027 3.9669 -5.6168  -0.35
C40 -1.0841 5.4419 4.0793  0.00
C41 -5.3590 3.2092 -6.8222  -0.32
C42 -0.7278 4.1663 3.0952  -0.39
C43 5.1097 3.4533 -1.8321  0.03
C44 -6.3719 0.6813 3.2814  -0.32
C45 5.0235 -0.1213 1.7288  0.01
C46 -9.1421 1.3412 -0.2516  -0.24
C47 5.5678 0.8413 0.6261  -0.44
C48 4.9998 -3.9135 -0.9144  -0.02
C49 -2.5538 -3.2929 6.0650  -0.49
C50 -2.2530 -3.4694 3.4721  -0.18
C51 -2.4859 -4.1418 7.3451  -0.03
C52 2.5294 -3.7730 -0.6393  -0.04
C53 -1.1463 -1.1549 -2.8884  -0.48
B1 -7.7085 0.5359 1.3672  -0.89
B2 -3.6507 3.9310 -5.4388  -0.86
H1 -3.3623 0.1419 -3.4035  0.10
H2 3.2769 -1.8554 -2.0447  0.10
H3 5.5658 -2.5841 -3.5080  0.09
H4 5.8867 -3.6479 -1.4897  0.06
H5 -2.6622 3.1669 3.7392  0.09
H6 -0.6369 -1.4877 -5.0317  0.10
H7 -1.2401 2.5789 4.5047  0.08
H8 2.8102 0.8058 -2.2097  0.07
H9 7.4323 1.6931 -1.5506  0.10
H10 1.8756 4.3304 0.4491  0.09
H11 0.7699 7.0579 2.4669  0.07
H12 3.1768 -7.1135 -4.1579  0.08
H13 -4.0563 -2.3858 -3.5727  0.07
H14 -1.4941 2.1996 2.8164  0.05
H15 5.3689 -0.0345 -2.7164  0.10
H16 5.7113 -6.3609 -2.6063  0.07
H17 2.6049 -4.5345 0.1370  0.09
H18 0.5857 7.5667 0.9533  0.09
H19 0.2955 -0.2786 -1.5860  0.07
H20 -4.6097 -2.5030 5.1592  0.08
H21 4.9326 -3.9199 -5.4710  0.13
H22 -3.6339 -1.4544 0.6302  0.08
H23 4.6377 -1.0621 1.3362  0.07
H24 -5.0369 -0.9810 -2.9503  0.10
H25 0.9883 3.5056 4.3165  0.12
H26 0.7710 2.6039 2.7266  0.10
H27 -2.3173 5.8214 1.7620  0.07
H28 0.6709 -0.1093 -3.3542  0.09
H29 -3.2501 -0.9962 4.3061  0.07
H30 0.2269 -2.8204 -3.0090  0.12
H31 5.2579 -4.8524 -0.4246  0.07
H32 0.0666 0.0301 5.7209  0.08
H33 -4.1904 -0.1164 -0.3677  0.04
H34 -2.1473 -3.8283 -3.1965  0.10
H35 -2.1690 0.0881 3.5669  0.09
H36 3.2319 2.1908 -3.3564  0.10
H37 7.2619 1.5071 1.7020  0.09
H38 0.5374 6.1945 -1.0056  0.09
H39 5.2156 3.8304 -2.8493  0.09
H40 2.1995 5.8305 1.0743  0.11
H41 7.4429 0.2014 -2.4188  0.11
H42 -1.2280 -4.5488 -1.9175  0.12
H43 1.5287 -3.7658 -1.0714  0.07
H44 -3.3522 -4.7999 7.2784  0.09
H45 4.4122 4.0387 -1.2331  0.07
H46 -1.9654 6.0016 3.7661  0.07
H47 2.4803 -5.8952 -5.0249  0.09
H48 0.5129 -0.2825 4.1246  0.08
H49 -5.1095 -1.4957 -0.0580  0.10
H50 -0.2737 -3.0071 3.5183  0.12
H51 -4.7194 -3.4779 6.4453  0.08
H52 -0.8558 7.3676 1.9657  0.08
H53 -1.3750 -4.6491 5.1049  0.12
H54 3.9883 -6.5302 -5.6080  0.09
H55 4.1492 -6.4046 -1.3573  0.07
H56 2.7834 3.9740 2.7003  0.10
H57 6.5015 -0.9434 -0.4250  0.10
H58 -4.1110 -1.9702 6.8434  0.10
H59 -2.4882 0.1023 5.4283  0.11
H60 -0.0498 4.5985 -0.9787  0.06
H61 -0.2875 6.1859 4.0788  0.05
H62 2.7595 1.5652 0.7007  0.07
H63 6.0560 3.5431 -1.2986  0.05
H64 0.8636 -1.4503 5.4188  0.08
H65 5.9748 -6.2783 -4.3761  0.08
H66 3.2978 -3.6309 -5.1558  0.12
H67 -0.6638 -2.1072 7.6363  0.13
H68 -1.6264 -0.1958 -4.8041  0.10
H69 6.9710 2.5995 0.4359  0.08
H70 -1.2908 -1.9193 2.4846  0.12
H71 7.6506 0.1284 0.2245  0.11
H72 4.9341 -3.2464 -0.0549  0.06
H73 4.2054 0.3722 2.2534  0.08
H74 2.4827 -2.8304 -0.0940  0.08
H75 6.2840 -4.8233 -3.3680  0.07
H76 -2.4092 -3.4751 8.2040  0.09
H77 -2.2570 -1.8633 -4.4645  0.08
H78 -3.2401 -3.0302 3.3278  0.10
H79 -2.2383 -4.1830 2.6483  0.11
H80 -5.1499 -2.6966 -2.4057  0.10
H81 2.1313 5.3546 3.2486  0.10
H82 6.0106 2.5798 1.9671  0.09
H83 2.4517 2.4103 -1.7568  0.07
H84 4.5009 -1.8984 -4.5152  0.11
H85 -1.1202 5.1477 5.1282  0.08
H86 -1.2580 5.7977 -0.7250  0.08
H87 5.9404 1.4827 -3.3897  0.13
H88 -3.1478 -4.9189 4.9253  0.13
H89 -2.3795 -3.2292 -0.2919  0.11
H90 -0.4563 0.9466 -2.5326  0.07
H91 5.8389 -0.4105 2.3919  0.09
H92 -0.2623 -2.3345 -1.4005  0.11
H93 -1.6997 -4.8745 7.5273  0.09
H94 2.5897 -2.7212 -3.2413  0.10
H95 -3.5430 -3.8090 -1.4488  0.12

---

[2]
C3H5N3O | ωB97M-V with the def2-TZVPD basis set

The SMILES is Nc1c[nH]c(=O)[nH]1. Its energy above the lowest of the compared OMol25 structures with the same formula, charge and spin is 0.256 eV. The HOMO energy comes out at -0.2810 Ha. As for the calculated total energy: -356.8480 Ha.

Each line ends with the Löwdin charge.
Cartesian coordinates (Å):
O1 -2.4433 -1.4435 0.0985  0.03
N1 -1.4589 0.6877 0.0618  0.09
N2 -0.1380 -1.0485 0.0182  0.16
N3 2.0602 -0.0635 -0.0014  0.10
C1 -1.4805 -0.6933 0.0649  -0.54
C2 -0.1277 1.1624 0.0608  -0.06
C3 0.6743 0.0797 0.0225  -0.38
H1 -2.2331 1.1831 0.4736  0.15
H2 0.1026 2.2084 -0.0525  0.11
H3 2.5245 0.7747 -0.3270  0.09
H4 0.1613 -2.0003 0.1505  0.16
H5 2.3584 -0.8468 -0.5699  0.09

---

[3]
C39H53N8Ti | ωB97M-V with the def2-TZVPD basis set

As for the multiplicity: 2. Its energy above the lowest of the compared OMol25 structures with the same formula, charge and spin is 0.117 eV. The HOMO energy (spin up / spin down) comes out at -0.2660 / -0.2701 Ha. The expectation value of S² is 0.76. As for the calculated total energy: -2805.4617 Ha.

Each line ends with the Löwdin spin population.
Cartesian coordinates (Å):
Ti1 -0.1448 -1.2940 -0.2778  0.94
N1 -0.4611 4.0119 -3.1217  0.00
N2 -0.2482 2.1569 -1.6546  0.00
N3 -0.1406 2.5738 1.1263  0.00
N4 0.7664 2.1504 -3.7420  0.00
N5 -1.5385 -0.3884 2.6283  0.02
N6 0.9573 2.8915 3.1361  0.00
N7 1.3689 0.2378 0.1228  0.00
N8 -0.6506 4.4265 2.5482  0.00
C1 -3.5634 -1.2455 -0.3461  0.00
C2 3.8805 -2.9654 0.6499  0.00
C3 -0.0185 2.7430 -2.7839  0.00
C4 -3.8494 2.5850 -0.8649  0.00
C5 1.7455 3.8612 3.8679  0.00
C6 2.8184 -2.2329 0.1079  0.00
C7 -1.3822 2.5733 0.4719  0.00
C8 -2.0960 -0.6114 -3.0685  0.00
C9 3.1493 -1.1369 -0.8434  0.00
C10 -1.4218 2.4498 -0.9325  0.00
C11 1.5416 2.9083 -4.6982  0.00
C12 -1.6484 -1.6361 -2.0664  0.01
C13 -1.1826 4.6182 3.8820  0.00
C14 -2.3331 -1.9298 -0.8615  0.00
C15 -1.1110 4.2625 -4.3878  0.00
C16 -3.8114 2.5934 0.5205  0.00
C17 2.3657 -4.1006 2.1133  0.00
C18 -1.0617 -0.6940 1.6177  0.00
C19 2.9463 1.1966 -1.4798  0.00
C20 -2.2495 -3.7702 0.9478  0.00
C21 0.4009 -2.6806 -3.3195  0.00
C22 1.3151 -3.3801 1.5634  0.01
C23 0.1384 -4.7433 -1.0194  0.00
C24 1.4936 -2.4531 0.5303  -0.01
C25 1.4486 1.5325 3.1914  0.00
C26 0.8537 0.7195 -3.9064  0.00
C27 4.1958 -1.2508 -1.7607  0.00
C28 4.0124 1.0662 -2.3531  0.00
C29 -1.7344 -3.0817 -0.2785  0.00
C30 2.4978 0.1013 -0.7538  0.00
C31 -0.5947 -2.5791 -2.1999  0.00
C32 3.6556 -3.9076 1.6383  0.00
C33 4.6227 -0.1706 -2.5153  0.00
C34 -2.6626 2.4932 -1.5753  0.00
C35 -0.6458 5.0126 -2.0987  0.00
C36 -2.5894 2.5751 1.1738  0.00
C37 -0.6688 -3.4868 -1.1096  0.00
C38 0.0205 3.2656 2.2126  0.00
C39 -1.1667 5.3267 1.5454  0.00
H1 -3.7064 -0.2715 -0.8161  0.00
H2 -0.8716 5.5806 4.2992  0.00
H3 0.3160 -3.5416 1.9541  0.00
H4 0.4108 0.1731 -3.0796  0.00
H5 2.4380 2.1430 -1.3453  0.00
H6 2.5729 2.5474 -4.6938  0.00
H7 -4.7961 2.6027 -1.3898  0.00
H8 -1.5936 -4.5828 1.2573  0.00
H9 -0.8386 3.8232 4.5377  0.00
H10 -2.1758 4.4745 -4.2385  0.00
H11 1.6314 3.7339 4.9485  0.00
H12 0.4529 -3.7035 -3.6982  0.00
H13 -0.5955 5.2088 0.6308  0.00
H14 4.4857 -4.4626 2.0572  0.00
H15 -0.3792 5.9905 -2.5088  0.00
H16 -1.6708 5.0583 -1.7159  0.00
H17 -4.4508 -1.8523 -0.5525  0.00
H18 2.3632 1.4084 2.5993  0.00
H19 1.1541 2.7989 -5.7173  0.00
H20 -0.6626 5.1168 -4.9053  0.00
H21 -1.8384 0.4057 -2.7802  0.00
H22 1.4424 4.8703 3.6018  0.00
H23 0.1289 -2.0311 -4.1509  0.00
H24 1.1915 -4.5674 -1.2425  0.00
H25 2.8055 3.7374 3.6251  0.00
H26 -3.1812 -0.6518 -3.1794  0.00
H27 -1.0483 6.3536 1.9014  0.00
H28 -1.6579 -0.8027 -4.0483  0.00
H29 1.8979 0.4071 -3.9835  0.00
H30 0.0910 -5.1870 -0.0271  0.00
H31 4.3670 1.9267 -2.9061  0.00
H32 -2.3503 -3.0760 1.7834  0.00
H33 0.0258 4.7907 -1.2720  0.00
H34 4.6906 -2.2079 -1.8697  0.00
H35 -2.2779 4.5961 3.8558  0.00
H36 5.4412 -0.2899 -3.2134  0.00
H37 -2.6850 2.4206 -2.6569  0.00
H38 -3.2355 -4.2022 0.7549  0.00
H39 1.6338 -0.0410 1.0686  0.00
H40 0.6709 0.8531 2.8490  0.00
H41 2.1800 -4.8067 2.9141  0.00
H42 4.8950 -2.7663 0.3236  0.00
H43 1.0110 1.2022 0.1823  0.00
H44 0.3383 0.4154 -4.8259  0.00
H45 1.4144 -2.4063 -3.0074  0.00
H46 -2.5559 2.5356 2.2554  0.00
H47 -3.5090 -1.0841 0.7300  0.00
H48 -2.2235 5.1526 1.3192  0.00
H49 1.6784 1.2817 4.2288  0.00
H50 -0.2431 -5.4778 -1.7352  0.00
H51 -1.0275 3.3887 -5.0300  0.00
H52 -4.7309 2.5945 1.0916  0.00
H53 1.5372 3.9616 -4.4329  0.00

---

[4]
C3H6N2 | ωB97M-V with the def2-TZVPD basis set

The SMILES is [NH3+]CC1=[N+]=C1. Its energy above the lowest of the compared OMol25 structures with the same formula, charge and spin is 1.056 eV. The HOMO energy comes out at -0.8254 Ha. As for the calculated total energy: -226.5441 Ha. The total charge is +2.

Each line ends with the Löwdin charge.
Cartesian coordinates (Å):
N1 1.3477 -0.7235 -0.0176  0.23
N2 -1.9165 -0.8873 -0.2037  0.40
C1 -0.8506 0.3191 0.0535  0.12
C2 0.5655 0.5430 0.1671  -0.06
C3 -2.2370 0.3781 -0.1198  0.07
H1 -3.0445 1.1169 -0.1597  0.18
H2 1.2481 -1.3604 0.9210  0.28
H3 0.8137 1.2158 0.9927  0.18
H4 0.7677 1.2347 -0.8022  0.25
H5 1.0093 -1.3815 -0.6948  0.17
H6 2.2965 -0.4550 -0.1364  0.17

---

[5]
C6H10O | ωB97M-V with the def2-TZVPD basis set

The SMILES is C[C@]12C=CC[C@H]1O2.[H][H]. Its energy above the lowest of the compared OMol25 structures with the same formula, charge and spin is 2.000 eV. The HOMO energy comes out at -0.3468 Ha. As for the calculated total energy: -309.7689 Ha.

Each line ends with the Löwdin charge.
Cartesian coordinates (Å):
O1 0.1689 1.2391 0.5418  -0.04
C1 -1.1993 -1.1262 -0.1495  -0.08
C2 -0.1197 0.8804 -0.8016  -0.23
C3 -1.4222 0.1194 -0.9806  -0.12
C4 0.0395 -1.1896 0.3368  -0.02
C5 0.8004 0.0575 -0.0054  -0.44
C6 2.2991 0.0958 -0.0671  0.00
H1 -2.2907 0.7026 -0.6536  0.12
H2 -1.5809 -0.1368 -2.0358  0.12
H3 2.6759 -0.4701 -0.9237  0.09
H4 0.4499 -1.9924 0.9436  0.11
H5 2.6382 1.1304 -0.1488  0.09
H6 -1.9801 0.5558 2.5302  0.05
H7 2.7337 -0.3296 0.8428  0.08
H8 -1.9860 -1.8525 0.0360  0.10
H9 0.2190 1.5905 -1.5525  0.15
H10 -1.4479 0.7863 2.0604  0.03

---

[6]
C23H19Cl5N4ReS2 | ωB97M-V with the def2-TZVPD basis set

As for the multiplicity: 2. Its energy above the lowest of the compared OMol25 structures with the same formula, charge and spin is 1.300 eV. The HOMO energy (spin up / spin down) comes out at -0.2903 / -0.2827 Ha. The expectation value of S² is 0.81. As for the calculated total energy: -4282.4567 Ha.

Each line ends with the Löwdin spin population.
Cartesian coordinates (Å):
Re1 -0.0015 0.4674 -0.3928  0.99
Cl1 0.7627 -6.0642 1.0037  0.00
Cl2 3.0095 -4.0903 1.8522  0.00
Cl3 -2.1374 -1.9887 -0.8401  0.02
Cl4 2.7365 -1.0960 1.2968  0.00
Cl5 -1.8530 -4.9533 -0.2826  0.00
S1 0.6061 1.5551 1.8079  -0.04
S2 2.1875 1.1917 -1.0390  -0.04
N1 6.4582 5.2772 0.3982  0.00
N2 4.4665 5.7323 3.9210  0.00
N3 -2.0898 0.3848 0.9415  0.01
N4 -0.8811 2.4324 -1.0162  0.00
C1 1.0370 -0.5179 -4.7853  0.00
C2 -0.5796 -3.8806 0.1605  0.00
C3 3.7123 4.0311 2.1662  0.00
C4 4.3977 3.8636 0.9418  0.00
C5 2.0741 2.3895 1.4697  0.00
C6 0.5815 -4.3793 0.7452  0.01
C7 1.1073 -0.7869 -3.2775  0.00
C8 -0.0456 -0.0761 -2.5677  0.02
C9 2.5716 3.2837 2.4190  0.00
C10 4.1519 4.9737 3.1216  0.00
C11 -0.9966 4.8088 -0.7966  0.00
C12 -2.1689 2.4323 -1.3692  0.00
C13 1.1162 -2.2883 -2.9985  0.00
C14 3.9169 2.9633 0.0031  0.00
C15 -2.3491 4.7970 -1.0956  0.00
C16 0.3213 -1.5743 0.1910  0.00
C17 1.5880 -3.4872 1.1059  0.00
C18 -2.9386 3.5816 -1.4073  0.00
C19 5.5431 4.6360 0.6559  0.00
C20 -0.6820 -2.5197 -0.0899  0.01
C21 -0.3072 3.6084 -0.7677  0.00
C22 2.7525 2.2376 0.2408  -0.01
C23 1.4431 -2.1259 0.8362  0.01
H1 0.7546 3.5910 -0.5648  0.00
H2 4.4287 2.8413 -0.9386  0.00
H3 -0.1785 0.8888 -3.0718  0.00
H4 1.2691 -2.4700 -1.9377  0.00
H5 -2.9506 0.1034 0.4811  0.00
H6 -2.2365 1.2839 1.3981  0.00
H7 -0.9569 -0.6567 -2.7385  0.02
H8 1.9187 -2.7737 -3.5476  0.00
H9 2.0375 3.4063 3.3507  0.00
H10 -2.5938 1.4768 -1.6500  0.00
H11 -2.9193 5.7132 -1.1053  0.00
H12 0.1038 -0.8939 -5.1961  0.00
H13 -1.8972 -0.2965 1.6744  0.00
H14 0.1716 -2.7365 -3.3010  0.00
H15 1.8638 -1.0129 -5.2849  0.00
H16 -0.4809 5.7306 -0.5778  0.00
H17 2.0554 -0.3648 -2.9257  0.00
H18 1.0986 0.5491 -4.9891  0.00
H19 -3.9806 3.5263 -1.6741  0.00

---

> Which of these has the lowest calculated total energy?

C53H95B2N6O24Tl

---

> Which value of calculated total energy does entry 3 give?

-2805.4617 Ha

---

> What is the formula in the third record?

C39H53N8Ti